Model one:
Entry from OMol25: C3H5NOS as an isolated structure (ωB97M-V with the def2-TZVPD basis set).

Element x y z (Å)
1 C 0.288 -0.714 2.001
2 C -0.174 0.337 0.964
3 C -0.248 -0.889 0.096
4 N 0.448 -1.668 0.928
5 O 0.318 -0.891 3.157
6 S -0.313 1.417 -2.423
7 H -1.097 0.958 1.127
8 H 0.633 0.925 0.471
9 H -0.584 -1.325 -0.861
10 H 0.591 1.727 -3.387
11 H 0.138 0.122 -2.075

Calculated values
orbital gap	9.81	eV
E_LUMO	-0.09	eV
total charge	0
HOMO	-9.91	eV

Model two:
Entry from OMol25: the molecule C3H5NOS (ωB97M-V with the def2-TZVPD basis set).

Element x y z (Å)
1 C -1.394 -0.282 0.395
2 C -0.240 -0.377 -0.572
3 O 0.405 0.926 -0.590
4 C 1.578 0.907 0.049
5 N 2.167 -0.172 0.332
6 S 1.132 -1.488 -0.190
7 H -1.975 -1.233 0.362
8 H -1.109 -0.088 1.425
9 H -1.986 0.579 0.098
10 H -0.607 -0.678 -1.551
11 H 2.028 1.906 0.240

Calculated values
orbital gap	9.36	eV
SMILES	C[C@H]1OC=NS1
E_LUMO	0.81	eV
total charge	0
HOMO	-8.55	eV

What should be chosen as the least stable of them? Choose model one.

Model one:
Entry from OMol25: a 2-piece molecular cluster, C3H5NOS overall (ωB97M-V with the def2-TZVPD basis set).

Element x y z (Å)
1 N -4.315 0.781 0.715
2 C -3.609 0.279 -0.111
3 S -2.806 -0.556 -1.143
4 H -4.107 1.744 0.962
5 C 0.366 -1.242 0.478
6 C 0.116 0.129 -0.073
7 O -0.606 0.973 0.456
8 H 0.940 -1.719 -0.283
9 H 0.970 -1.085 1.313
10 H -0.599 -1.704 0.736
11 H 0.601 0.441 -0.918

Calculated values
orbital gap	10.08	eV
SMILES	N=C=S.CC=O
E_LUMO	0.57	eV
total charge	0
HOMO	-9.51	eV

Model two:
Entry from OMol25: the molecule C3H5NOS (ωB97M-V with the def2-TZVPD basis set).

Element x y z (Å)
1 S -1.979 -0.032 -0.596
2 C -0.336 -0.016 0.412
3 C 0.482 1.171 -0.018
4 N 1.573 0.892 -0.620
5 O 1.639 -0.505 -0.723
6 C 0.553 -1.138 -0.053
7 H -2.523 1.072 -0.063
8 H -0.560 -0.082 1.481
9 H 0.172 2.181 0.127
10 H 0.935 -1.750 0.775
11 H 0.043 -1.791 -0.723

Calculated values
orbital gap	10.11	eV
SMILES	S[C@@H]1C=NOC1
E_LUMO	0.64	eV
total charge	0
HOMO	-9.47	eV

What should be chosen as the least stable of them? Choose model two.

Model one:
Entry from OMol25: the molecule C3H5NO (ωB97M-V with the def2-TZVPD basis set).

Element x y z (Å)
1 H -0.106 2.622 0.368
2 N -0.269 1.898 -0.206
3 C 0.415 0.865 0.000
4 C 0.026 -0.411 -0.695
5 C -0.500 -1.307 0.549
6 O -1.574 -1.768 0.800
7 H 1.301 0.906 0.674
8 H -0.719 -0.471 -1.451
9 H 1.005 -0.866 -1.133
10 H 0.422 -1.468 1.095

Calculated values
orbital gap	10.51	eV
SMILES	[H]/N=C/CC=O
E_LUMO	0.69	eV
total charge	0
HOMO	-9.82	eV

Model two:
Entry from OMol25: the molecule C3H5NO (ωB97M-V with the def2-TZVPD basis set).

Element x y z (Å)
1 C 2.705 0.862 -0.286
2 C 1.520 0.716 -0.399
3 C 0.133 0.389 -0.314
4 O 0.148 -0.791 0.922
5 N -1.086 -1.065 1.423
6 H 3.736 1.053 -0.267
7 H -0.257 -0.130 -1.187
8 H -0.502 1.192 0.047
9 H -1.685 -1.524 0.734
10 H -1.538 -0.226 1.795

Calculated values
orbital gap	10.00	eV
SMILES	C#CCON
E_LUMO	0.95	eV
total charge	0
HOMO	-9.05	eV

What should be chosen as the least stable of them? Choose model two.

Model one:
Entry from OMol25: the molecule C3H5NO (ωB97M-V with the def2-TZVPD basis set).

Element x y z (Å)
1 C 1.189 -1.210 -0.161
2 C 0.751 0.084 -0.276
3 N -0.673 0.178 -0.081
4 C -1.157 1.232 0.424
5 O -1.316 -0.838 -0.408
6 H 2.079 -1.775 -0.430
7 H 0.325 -1.832 -0.072
8 H 1.534 0.865 -0.260
9 H -2.225 1.270 0.522
10 H -0.508 2.025 0.742

Calculated values
orbital gap	9.37	eV
SMILES	C=C[N+](=C)[O-]
E_LUMO	0.38	eV
total charge	0
HOMO	-8.99	eV

Model two:
Entry from OMol25: a 2-piece molecular cluster, C3H5NO overall (ωB97M-V with the def2-TZVPD basis set).

Element x y z (Å)
1 C 1.447 -0.554 0.772
2 C 1.573 0.424 -0.328
3 N 1.655 1.348 -1.006
4 H 1.961 -1.455 0.622
5 H 0.389 -0.781 0.875
6 H 1.802 -0.036 1.727
7 C -2.187 0.217 -0.666
8 O -1.591 0.081 0.371
9 H -1.758 0.279 -1.712
10 H -3.292 0.476 -0.655

Calculated values
orbital gap	11.09	eV
SMILES	CC#N.C=O
E_LUMO	0.58	eV
total charge	0
HOMO	-10.50	eV

What should be chosen as the least stable of them? Choose model one.

Model one:
Entry from OMol25: C3H5NO as an isolated structure (ωB97M-V with the def2-TZVPD basis set).

Element x y z (Å)
1 O 2.043 -0.584 0.288
2 C 0.920 -0.211 0.422
3 C 0.227 1.183 0.331
4 N -0.957 0.345 0.546
5 C -0.473 -0.883 0.682
6 H 0.436 1.880 1.148
7 H 0.266 1.692 -0.638
8 H -1.930 0.625 0.590
9 H -0.430 -2.051 -1.351
10 H -0.102 -1.996 -2.018

Calculated values
orbital gap	8.74	eV
E_LUMO	-0.06	eV
total charge	0
HOMO	-8.80	eV

Model two:
Entry from OMol25: a 2-piece molecular cluster, C3H5NO overall (ωB97M-V with the def2-TZVPD basis set).

Element x y z (Å)
1 N -1.801 2.493 0.382
2 C -2.218 2.976 -0.660
3 O -2.772 3.227 -1.657
4 H -0.948 2.759 0.912
5 C 0.186 -0.179 -0.093
6 C 0.969 -1.209 0.115
7 H 0.540 0.833 -0.340
8 H -0.808 -0.437 -0.044
9 H 2.001 -1.359 -0.081
10 H 0.743 -2.036 0.712

Calculated values
orbital gap	10.58	eV
SMILES	N=C=O.C=C
E_LUMO	0.64	eV
total charge	0
HOMO	-9.95	eV

Model three:
Entry from OMol25: the molecule C3H5NO (ωB97M-V with the def2-TZVPD basis set).

Element x y z (Å)
1 O -1.588 1.226 0.184
2 C -0.573 0.644 -0.130
3 C -0.397 -0.875 0.181
4 C 1.002 -1.065 0.608
5 N 0.478 1.192 -0.784
6 H -1.227 -1.168 0.833
7 H -0.513 -1.359 -0.803
8 H 0.999 -1.460 1.643
9 H 1.348 0.674 -0.804
10 H 0.472 2.190 -0.928

Calculated values
orbital gap	8.42	eV
E_LUMO	-0.85	eV
total charge	0
HOMO	-9.27	eV

Model four:
Entry from OMol25: the molecule C3H5NO (ωB97M-V with the def2-TZVPD basis set).

Element x y z (Å)
1 C -1.369 0.935 0.534
2 O -0.644 0.501 -0.627
3 C 0.535 -0.047 -0.388
4 N 1.562 0.046 0.322
5 C 1.388 -1.170 -0.630
6 H -1.231 2.004 0.718
7 H -1.050 0.355 1.406
8 H -2.416 0.726 0.313
9 H 2.023 -1.223 -1.514
10 H 1.202 -2.126 -0.134

Calculated values
orbital gap	10.94	eV
SMILES	COC1=NC1
E_LUMO	0.97	eV
total charge	0
HOMO	-9.96	eV

What should be chosen as the least stable of them? Choose model one.

Model one:
Entry from OMol25: C3H5NO as an isolated structure (ωB97M-V with the def2-TZVPD basis set).

Element x y z (Å)
1 O 2.396 0.131 1.074
2 C 1.270 0.134 0.682
3 C 0.232 1.262 0.395
4 N -0.599 0.091 0.090
5 C 0.206 -0.946 0.279
6 H -0.096 1.857 1.253
7 H 0.441 1.905 -0.467
8 H -1.565 0.059 -0.217
9 H -0.956 -2.317 -1.509
10 H -1.414 -2.474 -2.079

Calculated values
orbital gap	8.73	eV
E_LUMO	-0.10	eV
total charge	0
HOMO	-8.83	eV

Model two:
Entry from OMol25: a 3-piece molecular cluster, C3H5NO overall (ωB97M-V with the def2-TZVPD basis set).

Element x y z (Å)
1 C -0.098 -0.254 0.795
2 N 0.753 -1.068 0.300
3 C -0.760 0.752 -1.285
4 O -0.115 0.085 2.100
5 C -0.998 0.413 -0.104
6 H -0.821 0.736 2.234
7 H 1.424 -1.465 0.949
8 H 1.023 -0.485 -1.090
9 H -1.160 1.170 -2.185
10 H 0.752 0.116 -1.715

Calculated values
orbital gap	9.95	eV
E_LUMO	0.74	eV
total charge	0
HOMO	-9.21	eV

What should be chosen as the least stable of them? Choose model two.

Model one:
Entry from OMol25: the molecule C3H5NO (ωB97M-V with the def2-TZVPD basis set).

Element x y z (Å)
1 C 1.354 0.439 0.234
2 N 0.403 1.175 0.627
3 C -0.814 0.531 0.111
4 C -0.348 -0.878 -0.283
5 O 1.084 -0.717 -0.414
6 H 2.409 0.662 0.346
7 H -1.617 0.529 0.852
8 H -1.154 1.111 -0.754
9 H -0.733 -1.253 -1.233
10 H -0.534 -1.614 0.509

Calculated values
orbital gap	10.67	eV
SMILES	C1=NCCO1
E_LUMO	1.02	eV
total charge	0
HOMO	-9.65	eV

Model two:
Entry from OMol25: the molecule C3H5NO (ωB97M-V with the def2-TZVPD basis set).

Element x y z (Å)
1 O -0.347 -0.931 -2.071
2 C -0.126 -0.487 -0.973
3 C -0.962 -0.331 0.285
4 C 0.429 0.539 0.820
5 N 0.958 0.166 -0.472
6 H -1.905 0.184 -0.016
7 H -1.303 -1.281 0.729
8 H 0.107 1.577 0.942
9 H 1.249 0.420 1.580
10 H 1.900 0.144 -0.823

Calculated values
orbital gap	10.62	eV
SMILES	O=C1CCN1
E_LUMO	0.95	eV
total charge	0
HOMO	-9.66	eV

Model three:
Entry from OMol25: C3H5NO as an isolated structure (ωB97M-V with the def2-TZVPD basis set).

Element x y z (Å)
1 C 0.510 0.220 0.742
2 C -0.489 -0.769 0.119
3 N -0.498 -0.546 -1.274
4 C -0.313 0.254 -2.114
5 O 0.290 1.538 0.303
6 H 0.356 0.169 1.831
7 H 1.535 -0.119 0.533
8 H -0.220 -1.807 0.298
9 H -1.506 -0.587 0.469
10 H 0.337 1.647 -0.906

Calculated values
orbital gap	11.29	eV
E_LUMO	0.77	eV
total charge	0
HOMO	-10.52	eV

Model four:
Entry from OMol25: the molecule C3H5NO (ωB97M-V with the def2-TZVPD basis set).

Element x y z (Å)
1 O 2.013 0.216 0.288
2 C 0.877 0.040 -0.084
3 C -0.322 0.958 0.316
4 C -1.399 -0.064 0.342
5 N 0.429 -0.985 -0.859
6 H -0.032 1.438 1.254
7 H -0.458 1.707 -0.475
8 H -1.403 -0.555 1.335
9 H -0.602 -1.033 -0.960
10 H 1.043 -1.766 -1.049

Calculated values
orbital gap	8.50	eV
E_LUMO	-0.75	eV
total charge	0
HOMO	-9.25	eV

What should be chosen as the least stable of them? Choose model four.

Model one:
Entry from OMol25: the molecule C3H5NO (ωB97M-V with the def2-TZVPD basis set).

Element x y z (Å)
1 C 1.418 -0.091 -0.316
2 N 0.822 1.028 -0.405
3 C -0.518 0.765 0.072
4 C -0.681 -0.759 0.002
5 O 0.692 -1.225 -0.165
6 H 2.361 0.159 0.141
7 H -1.230 1.351 -0.496
8 H -0.491 1.120 1.112
9 H -1.066 -1.218 0.917
10 H -1.314 -1.057 -0.840

Calculated values
orbital gap	10.37	eV
SMILES	C1=NCCO1
E_LUMO	0.96	eV
total charge	0
HOMO	-9.42	eV

Model two:
Entry from OMol25: C3H5NO as an isolated structure (ωB97M-V with the def2-TZVPD basis set).

Element x y z (Å)
1 C -0.542 -0.762 -0.040
2 C -0.567 0.759 0.227
3 N 0.763 1.263 -0.225
4 C 1.555 0.342 -0.265
5 O 0.741 -1.200 0.194
6 H -1.260 -1.233 0.640
7 H -0.870 -0.952 -1.080
8 H -1.358 1.287 -0.309
9 H -0.638 1.000 1.293
10 H 2.176 -0.503 -0.435

Calculated values
orbital gap	10.71	eV
E_LUMO	1.08	eV
total charge	0
HOMO	-9.63	eV

What should be chosen as the least stable of them? Choose model two.